[1]
ORCA calculation (ωB97M-V with the def2-TZVPD basis set) on a structure of composition C34H68Cl8NiO14.

```
125
Properties=species:S:1:pos:R:3:lowdin_spin:R:1
Ni -1.522 -0.901 1.805 1.761
Cl -2.374 0.874 2.654 0.074
Cl 0.370 -0.081 0.644 0.056
O -3.153 -2.024 2.524 0.021
C -4.152 -2.694 2.473 0.003
O -5.349 -2.160 2.590 0.000
C -5.480 -0.715 2.599 0.000
C -6.901 -0.283 2.349 0.000
C -4.074 -4.155 2.248 0.000
H -4.801 -0.267 1.900 0.000
H -5.110 -0.358 3.610 0.000
H -7.008 0.747 2.660 0.000
H -7.619 -0.866 2.976 0.000
H -7.232 -0.356 1.301 0.000
H -3.022 -4.471 2.223 0.000
H -4.491 -4.370 1.240 0.000
H -4.687 -4.672 3.003 0.000
O 1.413 0.993 -6.267 0.000
C 0.387 0.689 -5.616 0.000
O 0.408 -0.021 -4.472 0.000
C 1.622 -0.506 -3.919 0.000
C 2.447 -1.588 -4.644 0.000
C -1.023 1.040 -5.903 0.000
H 1.317 -0.833 -2.909 0.000
H 2.213 0.412 -3.655 0.000
H 3.211 -1.940 -3.969 0.000
H 2.934 -1.191 -5.523 0.000
H 1.788 -2.452 -4.870 0.000
H -1.582 0.122 -5.732 0.000
H -1.071 1.410 -6.927 0.000
H -1.425 1.875 -5.313 0.000
O 3.142 -1.930 2.991 0.000
C 4.320 -2.158 2.836 0.000
O 5.277 -1.744 3.625 0.000
C 4.950 -0.767 4.654 0.000
C 4.909 0.699 4.103 0.000
C 4.932 -3.054 1.788 0.000
H 5.874 -0.892 5.236 0.000
H 4.028 -1.122 5.146 0.000
H 4.073 0.869 3.484 0.000
H 5.821 0.992 3.632 0.000
H 4.812 1.384 4.991 0.000
H 4.417 -4.011 1.712 0.000
H 5.975 -3.197 1.987 0.000
H 4.895 -2.709 0.761 0.000
O -1.118 -2.916 0.810 0.014
C -0.934 -3.921 0.156 0.001
O 0.238 -4.545 0.131 0.000
C 1.392 -3.746 0.434 0.000
C 2.009 -3.289 -0.889 0.000
C -2.041 -4.636 -0.634 0.000
H 2.073 -4.284 1.043 0.000
H 1.066 -2.882 1.079 0.000
H 3.018 -2.890 -0.844 0.000
H 1.398 -2.635 -1.472 0.000
H 2.115 -4.211 -1.496 0.000
H -2.299 -5.606 -0.211 0.000
H -1.547 -5.006 -1.539 0.000
H -2.929 -3.984 -0.801 0.000
O -4.237 4.152 -3.723 0.000
C -3.270 4.487 -4.379 0.000
O -2.014 4.230 -4.063 0.000
C -1.826 3.416 -2.828 0.000
C -0.336 3.155 -2.563 0.000
C -3.399 5.202 -5.638 0.000
H -2.411 2.535 -2.975 0.000
H -2.215 3.927 -1.967 0.000
H -0.410 2.414 -1.799 0.000
H 0.135 4.090 -2.221 0.000
H 0.222 2.777 -3.394 0.000
H -4.417 5.229 -6.002 0.000
H -2.827 4.605 -6.374 0.000
H -3.003 6.225 -5.651 0.000
O -0.383 -1.642 3.296 0.034
C 0.198 -1.195 4.268 0.004
O 0.595 -1.909 5.292 0.003
C 0.503 -3.357 5.187 0.000
C 1.835 -4.006 4.771 0.000
C 0.601 0.251 4.325 0.000
H -0.317 -3.566 4.491 0.000
H 0.222 -3.673 6.181 0.000
H 1.862 -5.005 5.188 0.000
H 2.645 -3.343 5.015 0.000
H 1.879 -4.131 3.675 0.000
H 0.990 0.463 5.300 0.000
H -0.267 0.803 4.034 0.000
H 1.355 0.473 3.527 0.000
O -2.908 -0.899 -0.142 0.013
C -2.464 -0.390 -1.165 0.005
O -2.818 0.800 -1.569 0.003
C -3.791 1.492 -0.764 0.000
C -5.213 0.971 -0.898 0.000
C -1.615 -1.104 -2.139 0.000
H -3.846 2.452 -1.189 0.000
H -3.440 1.529 0.275 0.000
H -5.383 0.044 -0.330 0.000
H -5.429 0.873 -1.929 0.000
H -5.866 1.822 -0.587 0.000
H -1.004 -1.926 -1.813 0.000
H -1.079 -0.355 -2.681 0.000
H -2.395 -1.511 -2.817 0.000
Cl 4.293 2.520 1.156 0.000
C 3.490 1.113 0.432 0.002
C 4.263 0.632 -0.772 0.000
Cl 5.875 -0.004 -0.382 0.000
H 2.479 1.356 0.079 0.002
H 3.382 0.290 1.170 0.000
H 4.346 1.457 -1.474 0.000
H 3.706 -0.193 -1.237 0.000
Cl -1.241 4.810 1.054 0.000
C -0.061 3.446 1.440 0.000
C 0.271 3.509 2.908 0.000
Cl 1.560 4.712 3.346 0.000
H 0.778 3.521 0.754 0.000
H -0.613 2.541 1.310 0.000
H 0.645 2.529 3.218 0.000
H -0.571 3.654 3.578 0.000
Cl 4.311 3.085 -4.205 0.000
C 3.100 3.826 -3.180 0.000
C 3.681 4.861 -2.255 0.000
Cl 2.429 5.519 -1.141 0.000
H 2.637 2.999 -2.606 0.000
H 2.341 4.328 -3.827 0.000
H 4.146 5.651 -2.804 0.000
H 4.389 4.372 -1.577 0.000
```

For the HOMO-LUMO gap (alpha / beta), the calculation gives 0.3418 / 0.3483 Eh. As for the HOMO energy (alpha / beta): -9.040 / -9.216 eV. The largest force on an atom is 0.0712 Eh/bohr. As for the spin multiplicity: 3.


[2]
ORCA calculation (ωB97M-V with the def2-TZVPD basis set) on a cluster of 7 separate species, C34H68NO23S2 in total.

```
128
Properties=species:S:1:pos:R:3:mulliken_charge:R:1
C -4.300 3.449 6.704 -0.945
C -4.499 1.813 6.424 -0.209
C -3.517 1.454 5.160 -0.147
C -4.018 0.205 4.223 0.440
C -5.570 0.301 3.706 -0.511
C -5.943 -1.151 2.966 -0.890
C -4.880 -1.577 1.793 0.163
C -3.864 -2.819 2.223 -0.924
C -2.262 -2.432 2.066 0.567
C -1.341 -2.958 3.350 -0.953
C -0.842 -1.749 4.342 0.537
C 0.772 -1.443 4.296 -0.852
C 1.401 -1.275 2.791 -0.394
C 1.701 0.269 2.329 0.254
S 0.303 1.478 2.635 0.741
O 0.833 2.893 2.178 -0.674
O -0.048 1.668 4.162 -0.617
N -1.170 1.144 1.759 -0.187
S -1.299 2.078 0.289 0.490
O -1.629 3.583 0.510 -0.652
O -2.527 1.497 -0.514 -0.520
C 0.210 1.754 -0.772 -0.473
C 0.154 0.240 -1.471 0.056
O 1.335 -0.216 -1.968 -0.523
H -4.805 3.809 7.696 0.314
H -3.130 3.622 6.674 0.255
H -4.731 3.978 5.734 0.203
H -4.119 1.206 7.378 0.256
H -5.641 1.653 6.224 0.196
H -2.476 1.114 5.635 0.261
H -3.251 2.435 4.536 -0.104
H -3.325 0.225 3.250 -0.502
H -3.811 -0.862 4.715 0.108
H -5.732 1.207 2.979 0.201
H -6.355 0.387 4.600 0.276
H -5.988 -1.965 3.814 0.312
H -7.020 -1.051 2.518 0.272
H -4.243 -0.638 1.434 -0.196
H -5.497 -1.923 0.853 0.432
H -4.069 -3.690 1.459 0.277
H -4.089 -3.152 3.347 0.323
H -2.202 -1.263 2.092 -0.525
H -1.805 -2.760 1.017 0.395
H -1.981 -3.768 3.926 0.377
H -0.398 -3.500 2.887 0.237
H -1.381 -0.708 4.145 -0.626
H -1.085 -2.114 5.452 0.343
H 1.032 -0.546 5.034 0.250
H 1.302 -2.394 4.783 0.377
H 0.784 -1.821 1.942 0.178
H 2.456 -1.832 2.810 0.251
H 2.678 0.741 2.770 -0.150
H 1.860 0.236 1.147 0.012
H 0.212 2.527 -1.654 0.417
H 1.223 1.877 -0.194 0.260
H -0.819 -0.410 -1.559 0.332
C 5.133 2.332 3.530 -0.536
O 6.448 2.075 4.019 -0.338
C 6.778 0.760 4.070 0.789
O 6.060 -0.172 3.743 -0.539
O 8.044 0.661 4.549 -0.343
C 8.527 -0.676 4.658 -0.548
H 4.978 3.415 3.532 0.294
H 5.026 1.970 2.502 0.239
H 4.383 1.875 4.183 0.280
H 8.555 -1.158 3.676 0.229
H 7.913 -1.253 5.356 0.283
H 9.547 -0.635 5.051 0.212
C -3.925 0.554 -2.261 -0.330
O -3.982 -0.829 -2.605 -0.161
C -3.986 -1.072 -3.941 0.664
O -3.946 -0.228 -4.823 -0.561
O -4.042 -2.415 -4.124 -0.295
C -4.053 -2.821 -5.491 -0.615
H -3.927 0.630 -1.170 0.027
H -3.002 1.007 -2.636 0.220
H -4.802 1.084 -2.644 0.356
H -3.135 -2.502 -5.996 0.273
H -4.936 -2.425 -6.004 0.282
H -4.100 -3.913 -5.519 0.223
C 4.169 -2.033 -2.784 -0.571
O 5.568 -1.766 -2.716 -0.311
C 5.958 -1.114 -1.591 0.748
O 5.227 -0.758 -0.680 -0.534
O 7.300 -0.926 -1.657 -0.270
C 7.853 -0.246 -0.532 -0.741
H 3.971 -2.557 -3.724 0.254
H 3.859 -2.680 -1.957 0.263
H 3.597 -1.100 -2.783 0.272
H 7.690 -0.821 0.385 0.308
H 7.428 0.759 -0.441 0.315
H 8.931 -0.151 -0.691 0.273
C -2.762 -6.296 -10.431 -0.600
O -3.748 -7.243 -10.026 -0.320
C -4.375 -6.934 -8.863 0.787
O -4.162 -5.949 -8.174 -0.520
O -5.279 -7.911 -8.600 -0.304
C -6.019 -7.717 -7.396 -0.591
H -2.326 -6.643 -11.372 0.213
H -3.216 -5.315 -10.604 0.285
H -1.963 -6.228 -9.686 0.286
H -6.603 -6.792 -7.447 0.281
H -5.350 -7.706 -6.529 0.281
H -6.711 -8.556 -7.285 0.205
C 7.631 0.484 -4.461 -0.543
O 8.454 1.194 -5.385 -0.331
C 9.771 1.214 -5.058 0.730
O 10.274 0.692 -4.076 -0.552
O 10.431 1.915 -6.014 -0.326
C 11.837 2.020 -5.799 -0.614
H 6.600 0.533 -4.821 0.279
H 7.928 -0.568 -4.409 0.309
H 7.672 0.949 -3.471 0.247
H 12.303 1.029 -5.800 0.286
H 12.047 2.546 -4.863 0.288
H 12.263 2.600 -6.623 0.215
C -6.016 8.815 0.965 -0.608
O -4.701 8.558 1.453 -0.321
C -4.371 7.242 1.505 0.738
O -5.089 6.310 1.178 -0.548
O -3.105 7.144 1.984 -0.353
C -2.622 5.807 2.093 -0.358
H -6.171 9.897 0.967 0.210
H -6.123 8.453 -0.063 0.285
H -6.766 8.358 1.618 0.280
H -2.593 5.325 1.110 0.353
H -3.236 5.230 2.791 0.189
H -1.602 5.847 2.485 0.243
```

Its charge is -1. For the HOMO-LUMO gap, the calculation gives 0.3092 Eh. As for the HOMO energy: -6.601 eV. The largest force on an atom is 0.1619 Eh/bohr. As for the spin multiplicity: 1.


[3]
ORCA calculation (ωB97M-V with the def2-TZVPD basis set) on a cluster of 12 separate species, C34H71B3Cl22O4 in total.

```
134
Properties=species:S:1:pos:R:3:mulliken_charge:R:1
C -3.542 1.343 1.094 -1.179
C -2.988 1.357 -0.354 -0.053
C -3.809 0.546 -1.375 -0.831
C -4.276 -0.853 -0.933 -0.543
C -3.266 -1.713 -0.144 -0.513
C -1.826 -1.808 -0.709 1.039
C -1.739 -1.961 -2.238 -0.455
C -0.355 -2.523 -2.662 -1.024
C 0.801 -1.628 -2.149 0.056
C 1.997 -1.555 -3.138 -1.147
C 3.345 -1.311 -2.441 -1.030
C 3.401 -0.120 -1.466 0.041
C 4.540 -0.336 -0.429 -0.887
C 5.259 0.942 0.057 -0.697
B 4.348 2.001 0.788 0.387
O 3.512 1.672 1.859 -0.230
B 3.208 2.766 2.673 0.071
C 3.352 2.738 4.233 -0.821
C 4.029 4.030 4.791 -0.778
C 5.587 3.957 4.744 0.923
C 6.128 4.795 3.562 -1.468
C 6.215 4.455 6.074 -1.340
O 2.755 3.939 2.031 -0.171
B 3.509 4.260 0.908 0.653
O 3.396 5.504 0.294 -0.751
C 3.186 5.412 -1.151 -0.343
C 2.531 6.702 -1.679 0.449
C 1.039 6.514 -2.069 -0.127
C 0.176 6.053 -0.871 -0.646
O 4.412 3.332 0.363 -0.120
H -3.346 2.331 1.548 0.376
H -4.631 1.195 1.124 0.278
H -3.016 0.619 1.735 0.236
H -1.912 1.107 -0.375 0.000
H -3.039 2.405 -0.690 0.428
H -4.724 1.141 -1.568 0.420
H -3.287 0.509 -2.346 0.233
H -4.596 -1.433 -1.817 0.219
H -5.180 -0.726 -0.311 0.410
H -3.663 -2.745 -0.136 0.072
H -3.258 -1.385 0.907 0.204
H -1.390 -2.727 -0.278 -0.633
H -1.224 -0.972 -0.320 0.064
H -1.853 -1.006 -2.775 -0.002
H -2.501 -2.683 -2.575 0.312
H -0.228 -3.527 -2.215 0.243
H -0.296 -2.598 -3.759 0.472
H 1.175 -1.936 -1.159 0.382
H 0.402 -0.603 -2.015 0.191
H 2.012 -2.500 -3.712 0.447
H 1.785 -0.765 -3.884 0.340
H 3.631 -2.259 -1.950 0.412
H 4.097 -1.092 -3.222 0.357
H 2.473 -0.003 -0.882 0.137
H 3.553 0.823 -2.021 0.339
H 5.290 -0.996 -0.901 0.490
H 4.105 -0.908 0.408 0.233
H 5.767 1.418 -0.795 0.276
H 6.020 0.614 0.789 0.283
H 3.919 1.862 4.583 0.276
H 2.346 2.663 4.689 0.383
H 3.690 4.211 5.826 0.448
H 3.684 4.894 4.199 0.257
H 5.856 2.905 4.556 0.231
H 5.730 5.821 3.605 0.360
H 7.225 4.877 3.636 0.473
H 5.893 4.325 2.595 0.164
H 6.556 3.592 6.672 0.298
H 5.492 4.997 6.701 0.338
H 7.085 5.101 5.876 0.325
H 4.162 5.231 -1.628 0.361
H 2.547 4.528 -1.333 0.212
H 2.564 7.443 -0.859 0.378
H 3.084 7.076 -2.552 -0.948
H 0.677 7.490 -2.437 0.012
H 1.040 5.744 -2.860 0.264
H -0.901 6.143 -1.087 0.125
H 0.363 4.997 -0.610 0.231
H 0.431 6.684 -0.008 0.242
Cl -2.418 -5.349 1.401 -0.052
C -0.676 -5.640 1.478 -0.253
Cl 0.161 -4.831 0.145 -0.093
H -0.293 -5.254 2.416 0.351
H -0.494 -6.703 1.409 -0.030
Cl -7.052 -6.988 1.958 -0.179
C -6.387 -6.064 0.603 0.486
Cl -5.597 -4.575 1.139 -0.138
H -5.648 -6.676 0.097 -0.180
H -7.198 -5.805 -0.068 -0.001
Cl -0.109 3.675 8.056 -0.170
C -0.487 5.306 7.484 -0.028
Cl 0.938 6.353 7.445 -0.150
H -0.894 5.250 6.479 0.001
H -1.208 5.749 8.163 0.341
Cl -1.875 6.234 -4.490 -0.149
C -2.589 7.427 -3.400 -0.234
Cl -1.478 8.758 -3.074 -0.150
H -3.479 7.830 -3.870 0.331
H -2.838 6.942 -2.462 0.192
Cl -7.043 -3.558 -1.581 -0.032
C -8.577 -3.482 -2.454 -0.398
Cl -9.469 -5.008 -2.340 -0.177
H -9.183 -2.696 -2.019 0.307
H -8.376 -3.278 -3.499 0.305
Cl 5.449 8.741 -3.599 -0.152
C 4.835 7.756 -4.932 -0.302
Cl 3.074 7.845 -5.070 -0.130
H 5.271 8.116 -5.857 0.319
H 5.114 6.723 -4.754 0.243
Cl 1.521 -8.126 1.338 -0.159
C 1.168 -9.366 0.128 -0.234
Cl -0.537 -9.806 0.191 -0.098
H 1.392 -8.959 -0.853 0.236
H 1.772 -10.246 0.321 0.290
Cl -3.488 -8.160 -1.504 -0.026
C -2.790 -8.896 -2.954 -0.416
Cl -1.035 -8.670 -3.019 -0.166
H -3.002 -9.957 -2.941 0.304
H -3.231 -8.431 -3.826 0.263
Cl -5.658 -10.344 -3.172 -0.138
C -6.655 -8.923 -3.529 -0.235
Cl -5.717 -7.565 -4.166 -0.144
H -7.394 -9.202 -4.271 0.328
H -7.135 -8.607 -2.610 0.215
Cl -2.334 -13.555 0.535 -0.140
C -0.610 -13.944 0.520 -0.260
Cl 0.232 -13.162 -0.823 -0.143
H -0.171 -13.598 1.449 0.232
H -0.498 -15.017 0.419 0.308
Cl -1.297 6.750 2.058 -0.096
C -1.082 7.589 3.600 -0.312
Cl -1.934 6.788 4.935 -0.174
H -0.026 7.634 3.841 0.224
H -1.497 8.584 3.496 0.349
```

For the HOMO-LUMO gap, the calculation gives 0.3831 Eh. As for the HOMO energy: -10.020 eV. The largest force on an atom is 0.0277 Eh/bohr. As for the spin multiplicity: 1.


Look up the largest force on an atom of the third one. 0.0277 Eh/bohr


Among the records above, which one has the highest spin multiplicity? C34H68Cl8NiO14


Look up the spin multiplicity of the third one. 1


The highest largest force on an atom belongs to which entry? C34H68NO23S2